(1)
Here is a 2-piece molecular cluster, C10H20ClN overall from OMol25. Energies are from ωB97M-V/def2-TZVPD.

Computed properties:
⟨S²⟩: 2.02
Electronic energy in Ha: -907.73060
LUMO energy (spin up / spin down) in eV: 0.84 / -0.34
Spin multiplicity: 3
Net charge: 0

Structure (XYZ):
```
32
Properties=species:S:1:pos:R:3:forces:R:3
C 2.699261 -0.224165 -0.322615 0.11 -1.54 -1.06
C 1.929063 0.762539 0.057698 -0.64 -1.14 -0.06
C 4.209091 -0.167654 -0.217219 0.97 1.55 0.58
C 2.143034 -1.514100 -0.986985 1.92 1.57 -0.33
C -2.739118 1.776983 -0.207437 -3.26 -1.91 -1.43
C -0.786709 1.972432 -1.646368 -0.40 -0.90 1.86
C -1.607044 -0.252192 2.087852 1.60 -0.94 -1.44
C -0.926145 -2.176564 0.529229 -1.73 -3.06 -1.17
C -1.274976 1.492762 -0.262470 -1.04 -1.17 -1.79
C -1.559413 -0.809340 0.627861 -2.58 0.20 1.22
N -0.931591 0.112158 -0.210451 1.54 -0.55 -0.59
Cl 1.864106 2.011234 1.130059 0.46 0.78 0.24
H 4.720374 -0.930279 0.371822 -0.50 -0.52 -0.15
H 4.877925 0.024646 -1.111784 -1.38 -0.38 0.50
H 4.312999 0.723189 0.403536 0.70 0.22 0.00
H 2.493192 -1.460692 -2.012511 0.35 -0.33 -0.32
H 1.109552 -1.627882 -1.077965 -1.62 0.18 0.45
H 2.607723 -2.362623 -0.505554 0.06 -0.31 0.12
H -3.518718 1.346968 -1.003679 2.23 0.25 1.33
H -3.303550 1.750468 0.697306 0.08 -0.84 1.19
H -2.829737 2.768064 -0.388045 -0.16 3.48 -0.93
H -1.190763 1.333624 -2.385345 -0.91 -0.29 -0.90
H 0.228511 1.837733 -1.729122 2.62 -0.57 0.06
H -0.904582 2.991936 -1.785875 -0.93 2.00 -0.52
H -1.930448 -0.887308 2.871932 -0.95 -0.80 0.34
H -0.590733 -0.031894 2.351216 0.73 0.45 0.16
H -2.139588 0.628387 1.964029 -1.08 1.65 0.72
H 0.047886 -2.334937 0.988400 0.20 0.63 -0.29
H -0.970702 -2.543172 -0.540390 0.78 0.79 0.84
H -1.525813 -3.068351 0.945078 0.27 1.73 0.14
H -0.856987 2.034310 0.552231 0.84 0.47 0.73
H -2.694376 -0.769766 0.285388 1.74 -0.73 0.47
```
Forces are in eV/Å.

---

(2)
Here is one molecule with the formula C2H4BrP from OMol25. Energies are from ωB97M-V/def2-TZVPD.

Computed properties:
ΔE to the lowest compared entry with this formula, charge and spin in eV: 1.912
Electronic energy in Ha: -2993.88424
LUMO energy in eV: 0.78
Spin multiplicity: 1
Net charge: 0

Structure (XYZ):
```
8
Properties=species:S:1:pos:R:3:forces:R:3
Br 3.032747 -0.028695 0.083558 -0.26 0.08 -0.14
C 1.236705 0.136090 -0.490193 -4.24 -0.89 1.10
C 0.005171 -0.102487 0.804939 3.65 1.05 -0.56
P 0.147571 1.587107 0.038035 2.88 -0.61 2.27
H 0.903914 -0.462094 -1.376031 0.88 0.77 0.81
H -0.907748 -0.708882 0.746287 0.77 0.11 -0.35
H 0.699152 -0.212126 1.690945 -1.47 0.02 -0.76
H -0.817648 1.313661 -0.788949 -2.20 -0.52 -2.38
```
Forces are in eV/Å.

---

(3)
Here is a 5-piece molecular cluster, C27H64BrN5O7 overall from OMol25. Energies are from ωB97M-V/def2-TZVPD.

Computed properties:
Electronic energy in Ha: -4441.55733
LUMO energy in eV: 0.64
Spin multiplicity: 1
Net charge: 0

Structure (XYZ):
```
104
Properties=species:S:1:pos:R:3:forces:R:3
C 3.031368 0.937915 2.207992 -0.40 0.16 0.17
C 1.493293 0.877784 2.049340 0.74 -0.37 0.44
C 1.000935 -0.570842 2.048351 -0.02 0.40 -0.08
Br 0.954854 -1.225135 3.891109 0.01 -0.04 0.02
C -0.287784 -0.865955 1.285139 -0.17 -0.23 -0.16
C -0.797079 -2.312267 1.437060 0.33 0.12 0.06
N 0.131246 -3.349351 1.058278 -0.26 -0.05 0.09
O 0.129971 -0.752717 -0.103889 -0.31 0.05 -0.47
C -0.539667 0.240128 -0.716809 -0.11 0.65 -1.33
O -0.595777 0.408801 -1.919522 0.37 -0.18 2.08
O -1.121650 1.032596 0.223592 -0.30 -0.51 -0.64
C -1.456006 0.150513 1.331601 0.81 0.17 -0.09
C -1.709401 1.006352 2.557671 -0.50 -0.17 0.14
C -3.040779 0.719154 3.263324 0.33 -0.12 0.17
C -3.324146 1.829586 4.291206 0.17 -0.31 -0.17
C -3.073869 -0.687249 3.895499 -0.42 0.11 -0.30
H 3.433600 -0.027835 2.498032 0.12 -0.16 -0.08
H 3.296005 1.620039 3.009952 0.10 0.14 0.03
H 3.511554 1.284634 1.300437 0.14 -0.09 -0.16
H 1.194704 1.377337 1.136679 -0.18 0.11 -0.12
H 1.077434 1.390436 2.907102 -0.37 0.23 -0.12
H 1.766465 -1.166445 1.564039 0.03 -0.26 -0.01
H -1.681122 -2.408804 0.813618 -0.16 -0.01 -0.10
H -1.098957 -2.456856 2.468440 -0.09 -0.09 0.10
H 0.310492 -3.328389 0.065198 0.16 0.04 -0.15
H 0.990795 -3.300291 1.580892 0.17 -0.08 0.03
H -2.341507 -0.394397 1.003908 -0.30 0.04 0.23
H -0.911680 0.929676 3.288265 0.18 0.00 0.04
H -1.752943 2.031587 2.199908 0.17 0.17 -0.02
H -3.809104 0.754463 2.492484 -0.14 0.11 -0.09
H -3.231450 1.464769 5.309666 -0.03 -0.08 0.14
H -4.317485 2.225557 4.135313 -0.15 0.27 0.10
H -2.594092 2.628159 4.183925 -0.09 0.28 -0.04
H -3.961011 -1.222423 3.562983 -0.07 -0.15 0.02
H -2.216280 -1.291531 3.623999 0.16 -0.04 0.05
H -3.131014 -0.638495 4.976977 0.15 -0.01 0.18
C 2.813223 -1.864378 9.935122 -0.03 0.13 0.06
O 3.780512 -0.869436 9.659237 -0.05 -0.09 0.02
C 4.774320 -1.232285 8.722181 0.18 0.07 -0.04
C 4.367509 -1.048585 7.253474 -0.22 -0.01 0.03
C 3.421325 -2.126531 6.736328 0.05 -0.09 -0.08
N 3.775802 0.268210 6.998454 0.13 0.01 0.11
H 3.251530 -2.866237 9.908913 0.00 -0.02 -0.04
H 1.974711 -1.816631 9.236078 0.01 -0.09 -0.02
H 2.428804 -1.678233 10.937437 0.03 0.02 0.01
H 5.619480 -0.569555 8.925877 -0.03 0.03 0.02
H 5.115807 -2.258894 8.910143 -0.05 -0.03 -0.05
H 5.288483 -1.113456 6.666372 0.05 0.01 0.04
H 2.404157 -1.986798 7.103342 0.00 0.03 0.05
H 3.376342 -2.093550 5.648566 -0.01 0.05 0.00
H 3.757044 -3.123166 7.030136 -0.01 0.01 0.03
H 4.447287 0.991052 7.240125 0.02 0.00 -0.08
H 3.014665 0.399125 7.658889 -0.06 -0.02 -0.05
C 2.641690 -3.356054 -5.690727 0.04 -0.03 0.23
O 2.380619 -2.218125 -4.883928 0.04 -0.05 -0.12
C 1.075305 -1.686505 -4.998531 -0.08 0.20 0.05
C 0.021179 -2.377538 -4.124464 0.03 -0.21 -0.03
C -0.434707 -3.731299 -4.660782 -0.09 0.00 -0.04
N 0.466794 -2.532112 -2.739272 0.15 0.01 0.06
H 2.122586 -3.300909 -6.648791 0.00 -0.02 -0.02
H 2.369065 -4.277798 -5.169000 -0.04 -0.03 -0.09
H 3.713498 -3.383905 -5.885060 0.00 0.05 -0.01
H 1.153755 -0.646570 -4.670606 0.03 -0.02 0.03
H 0.763802 -1.673562 -6.051654 -0.03 -0.08 0.00
H -0.851208 -1.718070 -4.113420 0.03 0.08 -0.01
H 0.311097 -4.507843 -4.492231 0.05 0.02 0.00
H -1.347130 -4.046072 -4.154386 0.02 0.01 0.04
H -0.641458 -3.683574 -5.732020 0.02 0.00 0.00
H 0.660722 -1.613622 -2.354032 -0.15 0.04 0.04
H 1.369204 -3.000688 -2.755671 -0.02 -0.06 -0.04
C -7.460993 6.689598 1.647873 -0.12 -0.08 0.03
O -7.402828 5.406461 1.054439 0.02 0.10 0.03
C -6.162994 5.063134 0.469282 0.05 -0.14 -0.13
C -5.126293 4.501261 1.451236 -0.02 0.12 0.18
C -4.470369 5.560903 2.330317 0.10 0.02 -0.01
N -5.682562 3.450343 2.309130 -0.14 -0.05 -0.21
H -6.858285 7.414302 1.092900 0.04 0.00 0.01
H -7.133653 6.667389 2.690177 0.06 0.07 -0.02
H -8.501160 7.012895 1.627172 -0.01 -0.02 -0.02
H -6.393971 4.284645 -0.262374 -0.04 -0.01 0.02
H -5.755401 5.917864 -0.086189 0.04 0.03 0.06
H -4.336935 4.047025 0.844456 -0.03 -0.01 -0.07
H -5.136576 5.900553 3.123174 -0.05 -0.01 -0.02
H -3.582074 5.151213 2.810918 -0.02 -0.04 0.02
H -4.166446 6.429251 1.742835 -0.01 0.00 0.00
H -6.024629 2.692895 1.724100 0.06 -0.04 0.02
H -6.520467 3.822297 2.748512 0.03 0.02 0.07
C 1.329904 0.037135 -10.939546 -0.06 -0.11 -0.08
O 2.265233 -0.973746 -11.264209 -0.05 0.09 0.03
C 3.513870 -0.878983 -10.608792 0.19 -0.07 -0.04
C 3.546549 -1.493028 -9.202598 -0.23 0.05 0.05
C 2.870245 -0.631477 -8.139870 0.08 0.02 0.08
N 2.965647 -2.840384 -9.176363 0.07 0.06 -0.17
H 1.823862 0.996844 -10.762565 0.01 0.01 0.04
H 0.733722 -0.230910 -10.063923 0.03 0.08 0.04
H 0.655198 0.143543 -11.788366 0.02 -0.01 -0.02
H 4.213913 -1.434127 -11.238822 -0.04 -0.02 -0.02
H 3.853912 0.164853 -10.589648 -0.03 0.02 0.07
H 4.601431 -1.582364 -8.926500 0.04 -0.01 -0.05
H 1.782871 -0.678767 -8.206519 -0.01 -0.01 -0.07
H 3.144766 -0.971099 -7.141227 -0.01 -0.03 -0.01
H 3.171025 0.413905 -8.232710 -0.02 0.00 -0.01
H 3.486877 -3.439802 -9.809651 0.04 -0.04 0.08
H 2.040881 -2.780531 -9.594504 -0.04 -0.01 0.05
```
Forces are in eV/Å.

---

Question: Which value of electronic energy does entry 2 give?
Answer: -2993.88424 Ha

---

Question: Which value of net charge does entry 1 give?
Answer: 0